#a
This record from OMol25 describes the molecule C4H9N3S. The level of theory is ωB97M-V/def2-TZVPD.

Properties
* SMILES: N[C@@H]1CNNC(=S)C1
* Kohn-Sham gap: 8.68 eV

Cartesian coordinates (Å):
N1 1.45 1.14 0.19
C1 0.90 -0.19 0.56
C2 0.66 -1.05 -0.71
N2 -0.21 -0.30 -1.68
N3 -1.41 0.07 -1.07
C3 -1.60 0.35 0.19
S1 -3.10 0.76 0.85
C4 -0.47 -0.02 1.15
H1 2.43 1.09 -0.19
H2 1.49 1.76 0.99
H3 1.46 -0.76 1.34
H4 0.16 -1.99 -0.39
H5 1.56 -1.33 -1.32
H6 0.21 0.60 -1.85
H7 -2.26 0.07 -1.68
H8 -0.53 0.72 1.99
H9 -0.76 -0.93 1.64



#b
This record from OMol25 describes the molecule C4H9N3S. The level of theory is ωB97M-V/def2-TZVPD.

Properties
* SMILES: CN/C=N/C=N/SC
* Kohn-Sham gap: 8.48 eV

Cartesian coordinates (Å):
C1 3.81 1.17 -0.23
N1 3.10 -0.10 0.02
C2 1.71 -0.11 0.06
N2 1.08 -1.17 0.59
C3 -0.27 -1.32 0.14
N3 -0.95 -0.21 -0.09
S1 -2.65 -0.14 -0.53
C4 -3.09 1.32 0.64
H1 3.13 1.97 -0.38
H2 4.47 1.06 -1.25
H3 4.62 1.29 0.59
H4 3.56 -1.14 0.20
H5 1.04 0.57 -0.56
H6 -0.68 -2.36 0.05
H7 -2.50 2.11 0.29
H8 -2.69 1.05 1.70
H9 -4.10 1.58 0.54



#c
This record from OMol25 describes the molecule C4H9N3S. The level of theory is ωB97M-V/def2-TZVPD.

Properties
* SMILES: NC(=S)N1CC(N)C1
* Kohn-Sham gap: 8.77 eV

Cartesian coordinates (Å):
N1 -1.65 1.61 -0.21
C1 -1.20 0.34 0.00
S1 -2.21 -0.97 -0.15
N2 0.07 0.19 0.26
C2 1.19 1.11 0.22
C3 2.10 -0.11 0.40
N3 2.93 -0.24 -0.81
C4 0.83 -1.02 0.52
H1 -1.17 2.34 0.35
H2 -2.69 1.68 -0.27
H3 1.26 1.84 1.03
H4 1.35 1.64 -0.71
H5 2.68 -0.17 1.33
H6 2.21 -0.35 -1.54
H7 3.52 -1.10 -0.67
H8 0.63 -1.46 1.54
H9 0.67 -1.79 -0.18



What should be chosen as the least stable of them? Choose #b.



#a
This record from OMol25 describes a structure of composition C5H7NS. The level of theory is ωB97M-V/def2-TZVPD.

Properties
* Kohn-Sham gap: 9.17 eV

Cartesian coordinates (Å):
C1 -0.55 -1.15 -0.14
C2 -0.40 0.07 -1.13
C3 -0.80 -0.05 0.95
C4 0.48 0.70 0.91
C5 0.81 0.80 -0.58
H1 -1.42 -1.75 -0.45
H2 0.23 -1.86 -0.07
H3 -0.61 -0.01 -2.24
H4 -1.33 -0.13 1.99
H5 0.73 1.41 1.71
H6 1.80 -0.89 0.12
H7 1.11 1.75 -1.11
N1 1.70 0.16 0.30
S1 -1.76 0.96 -0.26



#b
This record from OMol25 describes a cluster of 2 separate species, C5H7NS in total. The level of theory is ωB97M-V/def2-TZVPD.

Properties
* Kohn-Sham gap: 8.91 eV

Cartesian coordinates (Å):
C1 -1.43 -2.91 0.76
C2 1.64 -0.27 0.12
C3 -2.14 -1.98 0.45
C4 2.82 1.86 -0.21
C5 -1.77 0.62 -0.09
N1 2.19 0.75 -0.22
S1 -3.00 -0.71 -0.32
H1 -0.92 -3.75 1.01
H2 1.27 -0.98 -0.66
H3 2.22 2.69 -0.27
H4 3.92 1.99 -0.12
H5 -1.20 0.56 0.84
H6 -2.32 1.63 -0.26
H7 -1.26 0.50 -1.02



#c
This record from OMol25 describes a cluster of 2 separate species, C5H7NS in total. The level of theory is ωB97M-V/def2-TZVPD.

Properties
* SMILES: N=C=C1CC1.C=S
* Kohn-Sham gap: 8.39 eV

Cartesian coordinates (Å):
N1 0.92 -2.21 -0.54
C1 1.40 -1.31 0.10
C2 1.53 -0.26 0.86
C3 1.52 1.22 0.86
C4 2.12 0.41 2.00
H1 1.54 -2.83 -1.05
H2 0.58 1.65 0.94
H3 2.27 1.82 0.25
H4 3.19 0.27 2.01
H5 1.68 0.33 2.96
C5 -2.31 -0.12 0.24
S1 -3.12 0.47 -1.01
H6 -1.35 -0.44 0.31
H7 -2.89 0.05 1.15



What should be chosen as the least stable of them? Choose #b.



#a
This record from OMol25 describes a cluster of 8 separate species, C7H26O7 in total. The level of theory is ωB97M-V/def2-TZVPD.

Properties
* SMILES: C=C(/C=C/C)CC.O.O.O.O.O.O.O
* Kohn-Sham gap: 9.20 eV

Cartesian coordinates (Å):
C1 -0.36 2.40 -2.87
C2 -0.37 2.00 -1.62
C3 0.54 0.96 -1.05
C4 0.99 0.00 -1.85
C5 1.83 -1.16 -1.34
C6 -1.33 2.70 -0.59
C7 -0.55 3.94 -0.03
H1 -1.15 3.07 -3.19
H2 0.33 2.17 -3.71
H3 0.73 1.03 0.02
H4 1.01 -0.03 -2.90
H5 2.28 -1.65 -2.19
H6 2.66 -0.80 -0.72
H7 1.38 -1.98 -0.75
H8 -1.37 1.84 0.18
H9 -2.38 2.82 -0.75
H10 -0.55 4.74 -0.79
H11 0.50 3.71 0.29
H12 -0.99 4.07 0.96
O1 -3.30 -2.94 0.81
H13 -2.50 -2.44 1.13
H14 -3.14 -2.80 -0.15
O2 0.63 0.72 3.68
H15 1.49 0.93 4.06
H16 0.89 0.32 2.83
O3 -0.88 -2.43 -0.98
H17 -1.15 -3.36 -0.97
H18 -1.08 -1.96 -1.79
O4 0.28 -0.88 1.64
H19 0.85 -1.11 0.90
H20 -0.59 -1.32 1.53
O5 -2.92 -0.86 -1.87
H21 -2.25 -0.22 -2.14
H22 -3.62 -0.77 -2.54
O6 1.08 -2.39 3.49
H23 0.79 -1.51 3.68
H24 1.00 -2.59 2.57
O7 3.39 -1.32 2.40
H25 3.82 -2.11 2.72
H26 4.01 -0.78 1.91



#b
This record from OMol25 describes a cluster of 8 separate species, C7H26O7 in total. The level of theory is ωB97M-V/def2-TZVPD.

Properties
* SMILES: C=CCC(=C)CC.O.O.O.O.O.O.O
* Kohn-Sham gap: 9.82 eV

Cartesian coordinates (Å):
C1 -0.27 0.61 3.06
C2 -0.63 -0.32 2.18
C3 0.10 -0.57 0.90
C4 -0.77 -0.43 -0.35
C5 -1.95 -1.02 -0.51
C6 -0.12 0.39 -1.43
C7 -1.08 1.12 -2.38
H1 -0.78 0.69 4.01
H2 0.44 1.40 2.85
H3 -1.47 -0.97 2.41
H4 0.95 0.10 0.84
H5 0.57 -1.55 0.99
H6 -2.53 -1.53 0.24
H7 -2.46 -0.89 -1.45
H8 0.45 1.19 -0.94
H9 0.68 -0.06 -2.01
H10 -0.56 1.91 -2.91
H11 -1.48 0.44 -3.13
H12 -1.91 1.54 -1.81
O1 3.99 1.46 1.49
H13 3.36 2.07 1.08
H14 3.54 1.02 2.22
O2 2.31 1.43 -3.48
H15 2.80 1.38 -2.64
H16 1.83 2.26 -3.32
O3 2.63 -2.88 -0.28
H17 1.72 -2.76 0.01
H18 2.59 -3.83 -0.50
O4 -4.71 0.53 -0.20
H19 -4.57 -0.05 0.56
H20 -4.03 1.20 -0.06
O5 3.87 0.59 -1.23
H21 4.09 -0.35 -1.30
H22 4.17 0.84 -0.34
O6 -3.30 2.01 1.92
H23 -2.51 2.30 1.45
H24 -3.04 2.08 2.84
O7 -0.36 -4.04 0.55
H25 -0.40 -3.08 0.70
H26 -1.12 -4.24 -0.01



What should be chosen as the least stable of them? Choose #a.



#a
This record from OMol25 describes the molecule CH2N3P. The level of theory is ωB97M-V/def2-TZVPD.

Properties
* Kohn-Sham gap: 9.24 eV

Cartesian coordinates (Å):
C1 -0.63 0.27 -0.62
N1 -1.33 -0.45 0.22
N2 -0.99 -1.02 1.18
N3 1.07 -0.64 1.32
P1 0.99 0.18 0.06
H1 -1.03 0.77 -1.48
H2 1.91 0.89 -0.68



#b
This record from OMol25 describes the molecule CH2N3P. The level of theory is ωB97M-V/def2-TZVPD.

Properties
* Kohn-Sham gap (spin up / spin down): 6.50 / 7.83 eV

Cartesian coordinates (Å):
C1 0.86 0.67 0.09
N1 0.54 -0.57 -0.10
N2 0.63 1.91 -0.03
N3 -2.17 0.22 0.01
P1 -1.11 -0.86 0.05
H1 2.01 0.71 0.37
H2 -0.77 -2.07 -0.38



What should be chosen as the least stable of them? Choose #b.



#a
This record from OMol25 describes a cluster of 2 separate species, C6H15N3O2 in total. The level of theory is ωB97M-V/def2-TZVPD.

Properties
* Kohn-Sham gap (spin up / spin down): 8.06 / 8.06 eV

Cartesian coordinates (Å):
C1 -1.23 -1.04 -0.27
C2 2.16 0.86 -0.31
C3 1.13 -0.54 1.57
C4 1.82 -1.71 -0.58
C5 -0.13 -0.07 -0.57
C6 1.29 -0.32 0.00
N1 -3.07 1.09 0.34
N2 -0.95 1.67 0.61
N3 -2.02 1.67 -0.10
O1 -2.03 2.26 -1.20
O2 -4.02 1.19 -0.63
H1 -1.86 -0.71 0.64
H2 -0.94 -1.96 0.09
H3 -1.91 -1.07 -1.15
H4 2.29 0.82 -1.43
H5 1.69 1.78 -0.07
H6 3.07 0.85 0.38
H7 0.08 -0.88 1.97
H8 1.40 0.37 2.22
H9 1.91 -1.27 1.88
H10 1.71 -1.96 -1.56
H11 1.44 -2.52 0.08
H12 2.99 -1.53 -0.44
H13 -0.25 0.51 -1.44
H14 -1.04 1.11 1.44
H15 -3.53 1.41 -1.47



#b
This record from OMol25 describes a cluster of 2 separate species, C6H15N3O2 in total. The level of theory is ωB97M-V/def2-TZVPD.

Properties
* SMILES: [H]/N=C(\N)NCC.CCC(=O)O
* Kohn-Sham gap: 9.23 eV

Cartesian coordinates (Å):
H1 -3.08 2.66 -0.04
N1 -2.26 2.38 -0.56
C1 -1.74 1.37 -0.02
N2 -2.27 0.80 1.17
N3 -0.63 0.69 -0.57
C2 -0.82 0.06 -1.87
C3 -0.41 0.97 -3.04
H2 -2.14 -0.20 1.24
H3 -1.95 1.20 2.03
H4 0.28 1.03 -0.36
H5 -1.87 -0.19 -1.96
H6 -0.31 -0.90 -1.95
H7 0.38 1.67 -2.80
H8 -1.28 1.54 -3.35
H9 -0.01 0.43 -3.91
C4 2.52 0.26 1.80
C5 2.15 -1.21 1.93
C6 1.44 -1.67 0.68
O1 2.01 -1.75 -0.38
O2 0.14 -1.96 0.80
H10 1.77 0.91 1.35
H11 3.47 0.37 1.28
H12 2.65 0.66 2.80
H13 3.02 -1.85 1.93
H14 1.60 -1.47 2.83
H15 -0.14 -2.51 0.08



#c
This record from OMol25 describes a structure of composition C6H15N3O2. The level of theory is ωB97M-V/def2-TZVPD.

Properties
* Kohn-Sham gap: 6.47 eV

Cartesian coordinates (Å):
C1 -2.37 0.83 -1.69
C2 -1.71 0.14 -0.62
C3 0.99 0.43 0.34
C4 1.34 0.56 1.79
C5 0.45 -0.99 0.16
C6 -0.62 -1.01 -0.99
H1 -2.36 -0.03 -2.70
H2 -3.55 1.12 -1.40
H3 -1.86 1.92 -1.90
H4 -2.55 -0.29 -0.04
H5 -1.87 2.05 -0.13
H6 0.24 2.38 0.55
H7 1.77 0.50 -0.45
H8 0.27 1.48 2.26
H9 1.27 -0.61 2.57
H10 2.59 2.45 2.37
H11 3.59 1.18 1.49
H12 -0.29 -1.58 0.98
H13 1.10 -2.91 0.00
H14 -0.13 -0.38 -1.92
H15 -0.56 -2.72 -2.29
N1 -1.29 1.19 0.26
N2 0.11 1.54 -0.01
N3 2.74 1.42 2.11
O1 1.57 -1.92 -0.29
O2 -1.20 -2.25 -0.94



What should be chosen as the least stable of them? Choose #c.



#a
This record from OMol25 describes a cluster of 2 separate species, C3H10O2 in total. The level of theory is ωB97M-V/def2-TZVPD.

Properties
* SMILES: CCCO.O
* Kohn-Sham gap: 10.98 eV

Cartesian coordinates (Å):
C1 1.14 0.41 -1.09
C2 1.05 -1.02 -0.62
C3 1.20 -1.14 0.96
O1 -0.01 -0.76 1.56
H1 1.57 0.44 -2.11
H2 1.70 1.11 -0.45
H3 0.09 0.75 -1.14
H4 0.04 -1.38 -0.87
H5 1.79 -1.62 -1.19
H6 1.37 -2.21 1.19
H7 2.09 -0.58 1.31
H8 0.28 -0.44 2.44
O2 -4.23 2.52 -0.03
H9 -4.71 1.69 -0.27
H10 -3.36 2.22 0.31



#b
This record from OMol25 describes a cluster of 2 separate species, C3H10O2 in total. The level of theory is ωB97M-V/def2-TZVPD.

Properties
* SMILES: COC.CO
* Kohn-Sham gap: 10.57 eV

Cartesian coordinates (Å):
C1 -0.03 1.63 -0.08
O1 0.71 0.35 -0.01
C2 1.79 0.42 0.91
H1 -0.90 1.52 -0.75
H2 0.65 2.37 -0.51
H3 -0.36 1.92 0.92
H4 2.36 -0.51 0.84
H5 1.42 0.53 1.93
H6 2.46 1.26 0.66
C3 -1.50 -1.78 -0.93
O2 -1.51 -1.13 0.33
H7 -2.51 -2.12 -1.17
H8 -0.82 -2.63 -0.88
H9 -1.17 -1.08 -1.70
H10 -0.61 -0.73 0.44



What should be chosen as the least stable of them? Choose #b.